No. 1
{
  "formula": "C30H44BrCaN3P2",
  "method": "ωB97M-V/def2-TZVPD",
  "elements": ["C", "C", "C", "C", "N", "C", "C", "C", "C", "C", "C", "C", "C", "C", "Ca", "P", "H", "H", "H", "H", "H", "H", "H", "H", "C", "C", "H", "H", "H", "H", "H", "C", "C", "H", "H", "H", "H", "H", "C", "C", "H", "H", "H", "H", "H", "Br", "P", "C", "C", "H", "H", "H", "H", "H", "C", "C", "H", "H", "H", "H", "H", "C", "C", "H", "H", "H", "H", "H", "N", "C", "C", "C", "N", "C", "C", "H", "H", "H", "H", "H", "H"],
  "positions_angstrom": [[-4.51737, -1.29442, 4.15941], [-3.57424, -2.07778, 3.46687], [-3.56259, -3.47493, 3.65293], [-4.54502, -4.02161, 4.48333], [-5.42395, -3.25653, 5.12682], [-5.43349, -1.94137, 4.99328], [-2.71337, -1.43513, 2.51691], [-2.28931, -0.82448, 1.51406], [-1.87400, -0.31698, 0.25042], [-1.97815, 1.04486, -0.10849], [-1.22968, 1.53854, -1.14099], [-0.36004, 0.67684, -1.86947], [-0.54867, -0.71385, -1.72737], [-1.27894, -1.20831, -0.66857], [-0.56912, -0.75591, 3.03589], [0.36202, 1.22687, -3.48215], [-2.87401, -4.13968, 3.13863], [-4.57014, -0.21793, 4.01163], [-4.60782, -5.09983, 4.62444], [-6.17798, -1.37094, 5.55164], [-1.38878, -2.28356, -0.53445], [-2.62393, 1.69423, 0.49062], [-0.09830, -1.41764, -2.42693], [-1.27606, 2.59386, -1.39603], [1.83286, 2.20649, -3.10766], [3.08044, 1.85139, -3.89054], [2.05419, 1.99558, -1.99695], [1.59437, 3.27533, -3.16293], [3.94213, 2.36892, -3.44783], [3.26839, 0.77162, -3.81532], [3.01391, 2.14228, -4.95055], [0.62776, -0.18128, -4.58890], [-0.61571, -0.76403, -5.27909], [1.13462, -0.96906, -4.01446], [1.35356, 0.15713, -5.33799], [-0.30214, -1.57282, -5.95033], [-1.30047, -1.19952, -4.54225], [-1.15291, -0.02404, -5.88336], [-0.71016, 2.37538, -4.37996], [-0.11244, 2.81436, -5.72078], [-0.86582, 3.24337, -3.72012], [-1.67530, 1.87872, -4.54016], [-0.68822, 3.65000, -6.13123], [0.92162, 3.16929, -5.62957], [-0.13604, 2.01464, -6.47121], [1.82926, 1.15600, -0.46804], [2.75156, -2.34601, 1.47573], [2.56671, -2.25162, -0.35426], [3.89679, -2.47688, -1.07303], [2.13671, -1.26588, -0.59434], [1.82422, -3.01960, -0.63468], [3.78550, -2.21469, -2.13124], [4.69482, -1.86287, -0.63602], [4.18428, -3.53495, -1.00415], [3.55931, -0.77035, 1.99388], [4.87346, -1.11416, 2.70387], [2.88496, -0.22117, 2.66318], [3.71938, -0.14071, 1.10951], [5.40469, -0.21685, 3.03199], [4.67034, -1.72707, 3.58873], [5.54063, -1.67686, 2.04453], [1.00163, -2.47734, 1.93874], [0.51321, -3.93622, 1.93256], [0.36725, -1.85027, 1.26330], [1.05071, -2.15283, 3.00788], [-0.38228, -4.05286, 2.56132], [0.26455, -4.29281, 0.92403], [1.30293, -4.57080, 2.35749], [-1.88910, 5.17733, 1.76092], [-1.36236, 4.08040, 2.35829], [-0.00083, 3.74738, 2.16633], [0.43135, 2.49267, 2.56554], [-0.38768, 1.60258, 3.19031], [-1.65494, 1.98946, 3.50321], [-2.17967, 3.21045, 3.11954], [-1.33277, 5.79622, 1.18834], [-2.86383, 5.41489, 1.85478], [0.69170, 4.43614, 1.67346], [1.45896, 2.18303, 2.37855], [-2.25435, 1.27410, 4.07752], [-3.20881, 3.48404, 3.36105]],
  "atomic_forces_ev_per_a": [[-0.017, -0.152, -0.023], [-0.325, -0.325, 0.703], [-0.323, 0.163, 0.103], [0.350, 0.746, -0.195], [-0.484, -0.675, 0.421], [0.708, 0.175, -0.490], [-0.393, 1.216, -3.277], [-3.452, -1.840, 0.644], [0.529, -0.151, 0.046], [0.137, 0.307, 0.846], [0.167, -0.118, -0.649], [-1.524, -0.341, -1.019], [-0.164, -0.050, -0.057], [0.356, -0.033, 0.157], [2.510, 1.472, 1.492], [0.623, 1.104, 0.209], [-0.024, 0.258, -0.010], [0.066, -0.200, 0.015], [-0.056, 0.246, 0.045], [0.158, -0.235, -0.142], [0.114, 0.200, 0.086], [0.365, -0.117, -0.198], [-0.079, 0.222, 0.281], [-0.015, -0.146, 0.105], [0.422, 0.216, 0.108], [0.265, -0.043, -0.396], [-0.312, 0.863, -2.573], [-0.223, -0.171, -0.301], [-0.218, -0.150, -0.168], [0.126, 0.250, -0.122], [0.152, -0.216, 0.271], [0.322, -0.397, 0.073], [-0.063, -0.067, 0.136], [0.059, 0.203, -0.157], [-0.066, 0.077, 0.162], [-0.045, 0.221, 0.162], [0.001, 0.152, -0.207], [0.110, -0.158, 0.197], [-0.690, -0.120, 0.260], [0.248, 0.114, -0.272], [-0.027, -0.267, -0.189], [0.025, 0.250, 0.094], [0.002, -0.185, 0.143], [-0.203, -0.126, 0.061], [0.036, 0.123, 0.239], [0.134, -1.061, 3.430], [1.722, -1.494, -0.704], [-0.405, 0.287, 0.106], [-0.184, -0.199, -0.016], [0.194, -0.457, -0.045], [0.280, 0.123, 0.035], [0.197, -0.048, 0.157], [-0.137, -0.116, -0.193], [0.076, 0.341, -0.023], [-0.342, 0.198, -0.139], [-0.087, 0.036, 0.192], [0.097, 0.164, -0.003], [-0.102, -0.080, 0.256], [-0.106, -0.030, -0.092], [0.154, 0.026, -0.156], [-0.114, 0.022, 0.101], [-0.510, 0.315, 0.351], [-0.060, -0.052, 0.183], [0.159, -0.073, 0.431], [0.031, -0.222, -0.343], [0.115, -0.049, -0.212], [0.182, 0.163, 0.261], [-0.264, 0.102, -0.199], [0.045, -0.028, 0.152], [-0.036, 0.324, -0.559], [0.043, -0.600, 0.229], [-0.616, 0.431, 0.163], [-0.098, -0.203, 0.077], [0.526, 0.787, -0.505], [0.073, -0.489, 0.143], [0.000, -0.190, 0.248], [0.132, -0.051, 0.125], [-0.319, -0.307, 0.138], [-0.315, -0.014, 0.003], [0.038, 0.264, -0.149], [0.342, -0.111, -0.059]],
  "lumo_ev": -6.9,
  "relative_energy_kcal_mol": 32.14,
  "homo_energy_ev": -12.6,
  "mol_weight_da": 628.63,
  "charge": 2
}

---

No. 2
{
  "formula": "C30H47FN4O3",
  "method": "ωB97M-V/def2-TZVPD",
  "elements": ["C", "C", "C", "C", "C", "C", "C", "C", "O", "N", "O", "N", "C", "O", "C", "C", "C", "C", "C", "C", "C", "C", "F", "C", "H", "H", "H", "H", "H", "H", "H", "H", "H", "H", "H", "H", "H", "H", "H", "H", "H", "C", "C", "N", "C", "C", "C", "C", "H", "H", "H", "H", "H", "H", "H", "H", "H", "H", "H", "H", "H", "H", "H", "C", "C", "N", "C", "C", "C", "C", "H", "H", "H", "H", "H", "H", "H", "H", "H", "H", "H", "H", "H", "H", "H"],
  "positions_angstrom": [[4.02916, 4.92071, -0.80719], [2.74365, 4.49856, -0.14397], [2.22612, 5.21756, 0.93253], [1.03410, 4.82339, 1.51945], [0.36468, 3.70393, 1.05163], [0.86416, 2.96667, -0.01301], [0.04803, 1.78127, -0.46604], [0.80258, 0.56419, -1.01024], [1.80882, 0.29362, -0.05672], [2.87917, -0.47427, -0.55530], [3.54815, -0.84186, 0.32060], [1.29090, 0.84828, -2.36675], [0.29457, 0.31718, -3.23930], [-0.11250, 0.85313, -4.23202], [-0.18533, -1.02702, -2.64089], [0.93608, -1.99778, -3.02836], [1.28774, -2.07420, -4.37396], [2.30907, -2.90978, -4.79899], [2.99371, -3.69277, -3.88096], [2.64301, -3.64157, -2.54489], [1.61918, -2.80552, -2.11551], [-0.27230, -0.57983, -1.19561], [-0.19443, -1.59026, -0.25639], [2.04942, 3.38825, -0.60867], [4.03577, 5.98996, -1.01054], [4.89188, 4.65775, -0.19368], [4.14481, 4.39394, -1.75518], [2.76935, 6.08503, 1.28725], [0.62184, 5.39209, 2.34303], [-0.56703, 3.43452, 1.53455], [-0.53781, 1.43138, 0.38834], [-0.67532, 2.07969, -1.23081], [2.24388, 0.60330, -2.59044], [-1.13808, -1.29137, -3.09243], [0.76998, -1.46408, -5.10423], [2.56960, -2.93378, -5.84880], [3.79387, -4.34570, -4.20337], [3.16614, -4.25174, -1.81973], [1.36141, -2.78988, -1.07208], [-1.22270, -0.06705, -1.03261], [2.45378, 2.85598, -1.45954], [-4.10602, 1.77751, 1.57381], [-4.26123, 3.23299, 1.15872], [-3.54973, 3.55044, -0.06554], [-3.43923, 4.97785, -0.31892], [-4.72879, 5.76881, -0.56994], [-3.87411, 2.72592, -1.21738], [-5.33506, 2.67398, -1.68237], [-3.05105, 1.50358, 1.63422], [-4.55477, 1.62344, 2.55568], [-4.60013, 1.09613, 0.88033], [-3.84406, 3.86578, 1.94705], [-5.33490, 3.47410, 1.10589], [-2.76000, 5.12258, -1.16320], [-2.92862, 5.42148, 0.54185], [-5.14653, 5.57117, -1.55608], [-4.51568, 6.83828, -0.51952], [-5.49282, 5.55223, 0.17735], [-3.55371, 1.70267, -0.99842], [-3.24013, 3.05159, -2.04626], [-6.02278, 2.53637, -0.84669], [-5.47275, 1.82995, -2.36090], [-5.63024, 3.57273, -2.22086], [1.45968, -6.60832, 4.76931], [1.63152, -5.19852, 4.22432], [2.22336, -5.16974, 2.89967], [2.66353, -3.84800, 2.48967], [1.60128, -2.75907, 2.30342], [1.53344, -5.94946, 1.88632], [0.05810, -5.62931, 1.60818], [2.40436, -7.15246, 4.73590], [1.12636, -6.56396, 5.80691], [0.71404, -7.17703, 4.21263], [2.30297, -4.64771, 4.88853], [0.66017, -4.68011, 4.27033], [3.23082, -3.95539, 1.56003], [3.38821, -3.50101, 3.23311], [1.01753, -2.91256, 1.39829], [2.08441, -1.78571, 2.20993], [0.91663, -2.70352, 3.15068], [1.60634, -7.00363, 2.16512], [2.10337, -5.86136, 0.95749], [-0.51446, -5.51999, 2.53034], [-0.39204, -6.44538, 1.03928], [-0.06633, -4.71930, 1.02252]],
  "atomic_forces_ev_per_a": [[-0.133, -0.303, -0.114], [-0.061, 0.110, 0.065], [0.056, -0.119, -0.172], [0.201, 0.141, -0.044], [-0.046, 0.233, 0.233], [-0.118, 0.053, 0.019], [0.151, -0.123, 0.175], [0.037, 0.323, -0.218], [0.017, -0.385, 0.052], [-0.117, -0.026, -0.066], [0.195, 0.029, 0.016], [-0.623, 0.256, 0.181], [0.042, -0.093, -0.212], [0.340, -0.316, 0.161], [0.555, 0.733, -0.334], [-0.212, -0.348, 0.258], [0.067, -0.029, -0.111], [-0.032, 0.060, 0.035], [0.068, -0.065, -0.110], [-0.116, 0.076, 0.118], [-0.033, 0.090, -0.249], [-0.200, 0.037, 0.042], [0.109, 0.268, 0.018], [0.035, -0.069, -0.031], [0.095, 0.049, 0.069], [0.027, 0.146, 0.066], [0.027, 0.071, -0.028], [-0.074, 0.040, 0.080], [0.005, -0.013, 0.026], [-0.044, -0.188, -0.115], [-0.031, 0.041, 0.015], [0.017, 0.026, -0.048], [0.047, -0.032, 0.008], [-0.063, -0.175, 0.157], [-0.043, 0.016, 0.023], [0.015, -0.049, -0.003], [0.009, 0.009, -0.040], [0.002, -0.008, -0.001], [-0.031, -0.013, 0.114], [-0.192, -0.356, -0.042], [-0.075, -0.039, -0.004], [-0.016, 0.011, 0.031], [-0.039, -0.086, 0.023], [0.086, 0.067, -0.059], [0.086, 0.141, 0.044], [0.039, 0.033, -0.050], [0.019, -0.156, -0.062], [0.028, -0.012, -0.059], [0.008, -0.003, -0.024], [0.004, -0.004, 0.002], [0.002, -0.002, -0.005], [-0.007, 0.050, -0.028], [0.004, -0.005, 0.010], [-0.015, -0.069, -0.034], [-0.024, -0.064, 0.048], [-0.030, -0.040, 0.015], [0.009, -0.004, 0.006], [0.000, -0.011, 0.009], [-0.012, 0.002, 0.053], [-0.009, 0.071, 0.008], [0.012, -0.008, 0.016], [0.006, 0.001, -0.002], [-0.022, 0.029, 0.054], [-0.004, 0.010, 0.035], [-0.056, -0.035, 0.030], [0.033, 0.002, -0.047], [0.114, 0.145, 0.012], [0.072, 0.019, -0.042], [-0.061, -0.133, -0.057], [0.022, -0.013, -0.080], [0.002, -0.004, -0.030], [-0.001, 0.000, 0.001], [0.000, -0.001, -0.007], [0.005, 0.042, -0.030], [0.003, -0.002, 0.011], [-0.031, -0.038, -0.019], [-0.040, -0.041, 0.055], [-0.072, -0.019, 0.038], [0.004, 0.004, 0.015], [-0.009, -0.036, 0.004], [-0.003, 0.016, 0.050], [0.016, 0.063, 0.008], [0.008, -0.008, 0.015], [0.007, -0.003, 0.000], [-0.012, 0.032, 0.057]],
  "lumo_ev": -0.1,
  "homo_energy_ev": -8.0,
  "mol_weight_da": 530.73
}

---

No. 3
{
  "formula": "H18O9",
  "method": "ωB97M-V/def2-TZVPD",
  "elements": ["O", "H", "H", "O", "H", "H", "O", "H", "H", "O", "H", "H", "O", "H", "H", "O", "H", "H", "O", "H", "H", "O", "H", "H", "O", "H", "H"],
  "positions_angstrom": [[-0.32028, 1.28763, -2.44207], [-1.20490, 1.10145, -2.75673], [-0.41781, 1.38376, -1.49472], [-0.84893, -0.92823, -0.22560], [-1.00238, -1.75465, 0.23234], [-1.72484, -0.58028, -0.39280], [-0.08795, 0.63780, 2.42087], [-0.61429, 1.39513, 2.16462], [0.81623, 0.94940, 2.38104], [-0.81233, -1.18470, 3.23660], [-0.42170, -0.73555, 2.48700], [-1.52598, -0.61077, 3.51505], [1.12556, -0.37604, -2.57972], [0.42801, 0.09196, -2.12079], [0.99436, -0.15766, -3.50240], [1.34891, -1.19121, 1.80634], [1.36259, -1.98938, 2.33451], [1.43962, -1.49868, 0.90442], [-1.32078, -1.10146, -2.44367], [-1.16915, -0.95769, -1.50956], [-1.63298, -0.25706, -2.76887], [0.53861, 0.46843, 0.23435], [0.00237, -0.16476, -0.24289], [0.24417, 0.39626, 1.14229], [1.46039, 2.26650, -0.25453], [0.96684, 1.51411, 0.07188], [2.37669, 1.99575, -0.19689]],
  "atomic_forces_ev_per_a": [[-2.191, 2.993, -0.166], [-0.104, 0.941, -0.225], [0.235, 1.066, 0.636], [-5.802, -5.284, 2.136], [0.186, -0.734, 0.368], [-1.007, 0.393, 1.021], [0.111, 4.766, 1.439], [-0.296, 0.729, 0.153], [0.803, 0.359, 0.659], [-1.722, -3.409, 1.185], [-0.142, -0.952, 0.494], [-0.035, -0.057, 0.229], [2.973, -2.345, 0.175], [1.003, -0.540, -0.907], [-0.036, 0.005, 0.091], [0.662, -1.072, 0.117], [0.074, -0.257, 0.454], [0.453, 0.170, -0.374], [-2.243, -0.644, -2.171], [0.711, -0.943, -2.315], [-0.319, -0.943, -0.481], [1.229, -1.096, 0.037], [2.311, 1.191, -0.125], [-0.218, -0.750, -0.673], [2.923, 5.952, -1.222], [0.253, 0.303, -0.306], [0.188, 0.157, -0.229]],
  "lumo_ev": -0.5,
  "relative_energy_kcal_mol": 264.85,
  "homo_energy_ev": -9.3,
  "mol_weight_da": 162.14
}